39
Properties=species:S:1:pos:R:3:forces:R:3:mulliken_spin:R:1 method="wB97M-V/def2-TZVPD" e_homo_ev="-13.493 / -13.475" multiplicity=2 max_force_ha_per_bohr=0.11434 charge=+1 homo_lumo_gap_ev="9.3 / 5.4" e_tot_ev=-44624.6759 relative_energy_kcal_mol=21.4
C -0.44367 -1.22080 -0.66978 1.36 1.55 -1.22 0.0212
C -1.55438 -1.95902 -1.35722 0.70 -1.67 -0.87 -0.0080
O -1.26910 -3.03417 -1.86333 -1.20 1.13 0.40 0.0066
C -0.94774 -0.03867 0.12222 3.93 2.36 1.92 -0.0082
S -1.64286 -0.33954 1.80826 -0.01 -1.08 -0.18 0.5298
S -0.42524 -1.44959 3.00048 -0.75 1.93 -0.87 0.3722
C 1.12403 -0.49018 3.14906 -0.65 0.71 -0.85 0.0150
H 0.26283 -1.81944 -0.12949 -0.19 -0.93 0.67 -0.0032
H 0.35710 -0.90081 -1.48147 -2.15 0.03 1.20 0.0062
H -2.57240 -1.49539 -1.44541 0.63 -0.21 0.09 0.0004
H -1.72723 0.48552 -0.31040 -2.14 0.78 -1.07 0.0037
H -0.18776 0.90096 0.26432 -1.30 -2.44 -0.30 0.0348
H 1.07885 0.17282 3.99625 -0.24 -0.57 1.11 0.0247
H 1.39735 0.29329 2.41115 -0.31 -1.32 -0.57 0.0031
H 1.72433 -1.36277 3.22265 1.68 0.08 0.29 -0.0009
H 2.42672 0.83399 -0.96486 0.40 1.17 0.23 0.0000
H 2.80117 1.47127 0.28249 1.04 -0.28 2.02 0.0000
O 2.54124 1.73858 -0.56658 -1.31 -0.35 -1.99 0.0001
H 0.44951 -5.18796 0.01043 1.01 0.76 -0.68 0.0001
H -0.19136 -4.27299 -0.90430 -0.84 0.84 -1.16 0.0001
O 0.68970 -4.44448 -0.60589 0.18 -1.69 1.98 0.0003
H -2.06503 4.39241 1.59438 -1.01 -0.43 2.12 0.0001
H -0.67283 4.47113 0.93443 -4.33 0.59 0.10 0.0001
O -1.71379 4.63591 0.77597 4.29 0.35 -1.36 0.0002
H 1.14009 2.64137 0.15531 0.40 0.62 -0.79 0.0010
H 0.37727 4.01351 0.08498 -0.05 2.75 -3.62 -0.0002
O 0.59670 3.31418 0.59551 0.84 -3.69 3.57 0.0004
H -3.49006 1.60151 -2.32286 0.44 -1.16 0.49 -0.0002
H -4.14894 0.46799 -2.94013 -3.21 -1.34 -3.54 0.0001
O -3.56659 0.60650 -2.28082 2.95 2.41 3.16 -0.0001
H 2.69259 -3.04568 1.03007 2.58 -1.14 -2.64 0.0010
H 3.10602 -4.00728 -0.17721 -0.59 -0.69 -0.40 -0.0002
O 3.45431 -3.28632 0.33127 -1.92 1.67 2.97 -0.0003
H 3.38325 -1.48650 -0.45416 1.14 -0.46 1.15 0.0001
H 2.40022 -1.31883 -1.40859 -0.53 0.52 -0.01 0.0000
O 2.68775 -0.85041 -0.60471 -0.68 -0.67 -1.25 -0.0003
H -2.26785 3.87330 -1.37553 2.15 4.50 0.15 -0.0001
H -3.13210 3.01128 -0.56601 -1.63 0.16 3.11 0.0001
O -2.67209 3.08532 -1.34046 -0.65 -4.79 -3.35 0.0006

***

39
Properties=species:S:1:pos:R:3:forces:R:3:lowdin_charge:R:1 method="wB97M-V/def2-TZVPD" e_homo_ev=-12.143 multiplicity=1 max_force_ha_per_bohr=0.02658 charge=+1 homo_lumo_gap_ev=9.8 e_tot_ev=-23908.7657 relative_energy_kcal_mol=33.2
O -1.63284 -1.17511 -0.23979 0.23 0.09 0.20 0.0393
C -1.59817 -0.49401 0.76572 -0.36 -0.34 -0.31 -0.1934
C -0.32615 -0.04019 1.44259 1.24 -0.07 0.56 -0.3500
C 0.89434 -0.72656 0.83410 0.21 -0.36 -1.04 -0.1465
C 2.23389 -0.07352 1.17106 -0.89 0.88 0.50 -0.1023
N 2.84993 0.85395 0.13122 -0.81 -0.82 0.64 0.1846
N -0.22320 -0.24812 2.88256 -0.08 -0.03 0.00 0.0691
H -2.56356 -0.17104 1.17265 0.17 0.12 0.42 0.1128
H -0.17214 1.03136 1.27876 -0.51 0.09 -0.19 0.1301
H 0.74627 -0.78409 -0.23068 0.06 0.24 -0.28 0.0643
H 0.93992 -1.78090 1.11244 -0.14 0.05 0.31 0.1263
H 2.97282 -0.80209 1.48518 0.17 0.20 0.00 0.1320
H 1.96935 0.63382 1.95332 0.55 -0.26 0.62 0.1176
H 2.14810 1.58159 -0.09499 0.24 0.04 -0.06 0.0997
H 3.12808 0.32074 -0.68736 -0.07 0.20 -0.43 0.1239
H 3.61508 1.33044 0.59307 0.35 0.07 -0.24 0.1624
H -0.23704 -1.24063 3.07938 -0.29 0.05 0.07 0.0537
H -0.91919 0.21566 3.44935 -0.10 0.07 -0.13 0.0871
H -0.35155 -2.37903 -1.02950 0.07 0.05 -0.03 0.0172
H -0.19269 -2.97557 -2.41497 0.19 -0.10 0.03 0.0711
O 0.33104 -2.67889 -1.65943 -0.31 0.14 -0.09 -0.0573
H -0.51712 -3.62524 2.95124 -0.51 -0.48 0.13 0.0562
H -1.99844 -3.42776 2.37411 0.13 -0.44 0.37 0.0589
O -1.08964 -3.12171 2.36924 0.42 0.76 -0.49 -0.0347
H 2.54786 -0.95135 -2.69416 -0.02 0.57 -0.15 0.0703
H 1.27755 -1.10838 -1.98626 -0.23 0.18 -0.03 0.0024
O 1.88932 -0.38540 -2.25299 0.45 -0.97 -0.15 -0.0751
H -1.68471 1.77801 -1.02252 0.00 0.28 0.18 0.0339
H -0.72824 1.43567 -2.16216 -0.08 0.54 0.23 0.0241
O -0.81564 2.01865 -1.36881 -0.09 -0.64 -0.04 -0.0568
H 0.36662 2.60451 -0.32298 -0.08 0.18 -0.18 -0.0005
H 0.64530 3.67098 0.74817 0.31 -0.04 0.00 0.0743
O 1.07712 2.95778 0.26241 -0.27 -0.12 0.02 -0.0751
H -0.59308 0.28556 -4.07822 -0.21 -0.15 0.07 0.0625
H -0.70472 1.76324 -4.27579 -0.31 0.13 0.08 0.0779
O -1.14238 1.03527 -3.81075 0.65 -0.19 -0.40 -0.0348
H -4.00068 1.23381 -0.64455 -0.38 0.09 0.19 0.0602
H -4.44639 1.89397 0.70432 -0.10 0.00 -0.28 0.0596
O -3.69502 1.54458 0.21503 0.41 -0.02 -0.09 -0.0450

***

38
Properties=species:S:1:pos:R:3:forces:R:3:lowdin_charge:R:1 method="wB97M-V/def2-TZVPD" e_homo_ev=-9.653 multiplicity=1 max_force_ha_per_bohr=0.02096 charge=0 homo_lumo_gap_ev=10.1 e_tot_ev=-22425.0811 smiles=C[C@H](O)CCN.O.O.O.O.O.O.O relative_energy_kcal_mol=0.0
C -0.62625 3.20349 -0.10799 0.28 0.98 0.35 -0.0400
C 0.07294 1.87314 -0.21978 0.51 -0.01 -0.09 -0.3765
O 0.27054 1.50796 -1.62760 -0.38 -0.22 0.50 -0.0844
C -0.65057 0.72928 0.46288 -0.47 -0.46 -0.31 -0.1505
C 0.23274 -0.48011 0.68932 -0.30 -0.48 -0.50 -0.2768
N 1.08170 -0.32907 1.86737 -0.32 -0.27 0.12 0.0277
H -1.44052 3.36198 -0.80650 -0.34 -0.40 -0.08 0.0868
H 0.05998 4.03770 -0.27992 0.18 -0.12 -0.18 0.0835
H -0.99022 3.39056 0.90574 -0.12 -0.29 -0.09 0.0887
H 1.09902 1.96316 0.14857 -0.11 0.05 0.40 0.1311
H 0.23143 2.30592 -2.14536 0.00 0.51 -0.32 0.1001
H -1.10584 0.97185 1.42011 0.13 0.61 0.12 0.1076
H -1.49478 0.48129 -0.18792 0.03 -0.20 0.03 0.1175
H -0.34465 -1.39586 0.79638 -0.47 0.08 0.41 0.1070
H 0.72004 -0.69524 -0.25711 0.79 0.22 -0.20 0.0829
H 1.74418 0.42118 1.75347 0.29 0.32 -0.20 0.0373
H 1.66033 -1.15686 1.94875 0.00 -0.03 0.18 0.0828
O -1.45295 -0.47036 3.84440 0.16 0.61 0.05 -0.0691
H -0.61528 -0.17400 3.43576 0.08 -0.27 0.01 0.0229
H -1.73551 0.26689 4.41267 0.11 -0.42 -0.31 0.0675
O 2.79327 0.29252 -1.81931 -0.17 -0.36 -0.34 -0.0656
H 1.93126 0.72958 -1.91592 0.01 0.07 0.13 0.0147
H 2.63319 -0.58790 -2.21644 0.23 0.16 0.15 0.0332
O 1.78616 -2.39416 -2.51488 -0.14 0.35 -0.79 -0.0536
H 0.91092 -2.07209 -2.80566 0.10 -0.04 0.19 0.0283
H 1.71883 -2.40016 -1.56738 -0.13 -0.17 0.71 0.0217
O 3.64611 0.98585 0.68718 -0.11 0.19 0.36 -0.0970
H 3.39720 0.68878 -0.22207 0.40 0.55 0.20 -0.0032
H 4.07288 1.85968 0.69667 -0.30 -0.71 -0.52 0.0453
O -2.61353 -2.03622 -0.62644 -0.58 -0.11 0.33 -0.0822
H -3.46790 -2.29256 -1.00704 0.33 0.07 0.14 0.0593
H -2.82612 -1.82809 0.31743 0.08 0.16 -0.57 0.0101
O -3.41003 -1.22834 1.98380 0.49 -0.66 0.21 -0.0800
H -2.60617 -0.95143 2.48427 -0.47 0.05 0.02 0.0090
H -3.60108 -2.10449 2.36365 -0.04 0.49 -0.12 0.0661
O -0.86073 -0.90001 -2.57763 0.20 0.33 -0.28 -0.0794
H -0.66213 0.04816 -2.40474 -0.38 -0.93 0.17 0.0214
H -1.62325 -1.19205 -2.04375 0.44 0.33 0.12 0.0058

***

42
Properties=species:S:1:pos:R:3:forces:R:3:lowdin_charge:R:1 method="wB97M-V/def2-TZVPD" e_homo_ev=-9.481 multiplicity=1 max_force_ha_per_bohr=0.05519 charge=0 homo_lumo_gap_ev=9.3 e_tot_ev=-36812.1056 smiles="NCNC(=O)CCS.O.O.O.O.O.O.O.O" relative_energy_kcal_mol=58.9
N 2.99505 -2.77398 0.39228 -0.42 0.19 0.49 0.0150
C 2.95438 -1.35202 0.62592 -0.34 0.70 0.40 -0.2469
N 1.60200 -0.69802 0.75302 -0.90 -0.66 -0.74 0.0682
C 0.41905 -1.39086 0.87304 0.49 -0.12 1.10 -0.5017
O 0.38832 -2.53506 1.31178 -0.33 0.00 -0.61 0.0125
C -0.89124 -0.66765 0.56334 0.91 0.44 -1.33 -0.1529
C -2.02742 -1.61623 0.05844 1.16 2.42 0.92 -0.5048
S -1.55745 -2.95790 -1.01037 -2.14 -0.26 -1.80 0.8019
H 2.12425 -3.00229 -0.07258 0.20 -0.53 -0.06 0.0489
H 2.95402 -3.22349 1.30714 -0.25 -0.15 -0.47 0.0777
H 3.44370 -0.89302 -0.26002 -0.08 0.28 1.00 0.1141
H 3.38684 -1.16106 1.61217 0.90 0.22 -0.60 0.1192
H 1.52294 0.27040 1.03771 0.33 0.22 -0.56 0.1045
H -1.09166 -0.06111 1.44200 -0.64 -0.48 0.46 0.1011
H -0.77776 0.12630 -0.20886 0.43 -0.65 0.31 0.0910
H -2.53851 -0.91090 -0.62749 -0.36 -0.86 0.37 0.0607
H -2.65271 -1.84161 0.91081 -0.25 -0.73 -0.16 0.0768
H -0.42676 -3.52497 -0.74840 1.22 -0.15 1.39 -0.1622
O -0.15534 2.54443 3.86173 -0.79 -0.53 -0.48 -0.0874
H -0.73217 2.18628 4.54791 0.43 0.17 0.48 0.0388
H -0.79611 2.40276 3.12348 0.63 0.55 0.59 -0.0313
O -2.23905 1.63620 -1.65126 -0.43 -0.33 -1.13 -0.1075
H -2.28118 1.06708 -2.48037 0.18 0.17 1.00 0.0237
H -2.34017 2.50564 -2.05892 -0.19 0.24 0.43 0.0508
O -1.48134 0.12146 -3.60755 -1.16 2.28 -0.62 -0.0383
H -0.58368 0.27611 -3.30033 -0.09 -1.81 -0.18 0.0509
H -1.92013 -0.71867 -3.67416 1.17 -0.94 0.30 0.0613
O -0.06060 3.00029 -1.72001 0.45 0.11 0.06 -0.0582
H 0.83803 3.04820 -2.06256 -0.05 -0.06 -0.15 0.0672
H -0.44548 2.13252 -1.93711 0.00 0.28 0.22 0.0112
O 3.09891 3.70946 1.39250 0.20 -0.09 -0.04 -0.0680
H 2.91852 3.03779 2.06059 0.00 0.15 0.02 0.0282
H 2.53921 3.42649 0.66133 -0.06 0.03 0.15 0.0007
O 0.60335 -1.85100 -3.25361 0.60 0.00 0.90 -0.0907
H 0.03843 -2.42311 -2.70428 -0.22 0.24 -0.33 -0.0561
H 1.28870 -1.61394 -2.59933 -0.17 -0.05 -0.60 0.0397
O 0.57729 2.42951 0.95564 -0.36 -0.21 -0.27 -0.0672
H 0.24084 2.70990 0.08073 0.05 -0.02 0.06 0.0161
H 0.23291 3.07189 1.58558 0.28 0.11 0.09 0.0412
O -2.25889 2.26091 2.23424 0.14 -0.56 -0.17 -0.0412
H -2.75175 2.90559 1.72283 0.03 0.01 -0.25 0.0722
H -1.69793 1.75304 1.62119 -0.55 0.39 -0.21 0.0207